Record 1
C3H3CrLiO3 as an isolated structure, computed with wB97M-V/def2-TZVPD.

Positions of all 11 atoms, in Å:
O -0.7904 0.5352 -0.3969
C -0.2139 -0.8486 -0.6262
C 0.4473 -1.0422 0.6954
O 1.0694 0.5299 0.7169
C 0.0815 1.2422 0.3467
O -0.2853 2.3954 0.6125
Cr -1.8014 2.2646 -0.6637
H -1.0032 -1.5335 -0.9432
H 1.2323 -1.7978 0.7765
H -0.1282 -1.1125 1.6267
Li 1.3918 -0.6327 -2.1448

Cartesian forces (eV/Å) of the 3 atoms listed first:
O -1.594 0.885 -0.288
C 1.465 -0.903 -1.202
C -0.330 0.740 -0.423

**2S+1**: 5
**Net charge**: +2
**Energy relative to the best compared isomer or geometry (same formula, charge and spin)**: 0.9937 eV
**Frontier orbital gap (alpha / beta)**: 5.591 / 6.546 eV
**Total energy**: -1393.086415 Ha
**Highest occupied orbital energy (alpha / beta)**: -0.61261 / -0.61348 Eh



Record 2
An isolated ion of composition CH7BNO and charge +1, computed with wB97M-V/def2-TZVPD.

Positions of all 11 atoms, in Å:
N 1.4474 -0.4499 0.2931
C 0.3908 0.4563 -0.3241
B -1.1862 0.2377 0.4988
O -2.0298 -0.3429 -0.3461
H 2.1884 -0.3444 -0.3406
H 1.5864 -0.2861 1.2742
H 1.1107 -1.4153 0.1220
H 0.0911 0.0119 -1.2268
H 0.6182 1.5095 -0.4021
H -1.7866 0.5530 1.5487
H -2.9336 -0.6230 -0.2342

Cartesian forces (eV/Å) of the 3 atoms listed first:
N -2.637 -0.294 -1.362
C -3.535 -0.471 3.162
B -0.492 0.691 0.068

**Structure (SMILES)**: [NH3+]CBO
**Net charge**: +1
**Energy relative to the best compared isomer or geometry (same formula, charge and spin)**: 0.8814 eV
**Frontier orbital gap**: 11.161 eV
**Total energy**: -196.890980 Ha
**Highest occupied orbital energy**: -0.56123 Eh



Record 3
The molecule C10H17NS, computed with wB97M-V/def2-TZVPD.

Positions of all 29 atoms, in Å:
C -0.4173 -3.3588 1.0338
C -0.3473 -2.9018 -0.2313
C 0.8328 -2.1062 -0.7334
C 0.4963 -0.7348 -1.3571
C -0.1000 0.3423 -0.4291
C -1.5661 -0.1965 0.1034
C 0.7929 0.6999 0.8226
C 0.0599 1.9551 1.5004
C 0.5725 3.0046 0.5621
N 0.1387 2.6588 -0.7454
C -0.2249 1.4944 -1.3357
S -0.8379 1.6466 -2.9142
H -1.3009 -3.9437 1.3961
H 0.4112 -3.0368 1.6793
H -1.1491 -3.2682 -0.9482
H 1.3395 -2.8038 -1.4441
H 1.5329 -2.0619 0.1966
H -0.0053 -0.8164 -2.3160
H 1.5965 -0.3910 -1.5356
H -1.9578 0.5652 0.7588
H -2.3290 -0.5074 -0.7082
H -1.2292 -1.0645 0.7437
H 1.7809 0.7538 0.5093
H 0.8097 -0.2607 1.3994
H 0.4201 2.1242 2.6341
H -1.1185 1.9449 1.4647
H 0.2250 4.0669 0.7589
H 1.6602 2.8585 0.5379
H -0.0858 3.3371 -1.4029

Cartesian forces (eV/Å) of the 3 atoms listed first:
C -0.385 0.285 -0.909
C -0.897 -1.711 0.316
C -0.079 -1.170 1.387

**Structure (SMILES)**: C=CCC[C@@]1(C)CCCNC1=S
**Energy relative to the best compared isomer or geometry (same formula, charge and spin)**: 0.9642 eV
**Frontier orbital gap**: 8.868 eV
**Total energy**: -844.077932 Ha
**Highest occupied orbital energy**: -0.29991 Eh



Record 4
An isolated ion of composition C4H6NO3 and charge -1, computed with wB97M-V/def2-TZVPD.

Positions of all 14 atoms, in Å:
C -1.2494 -0.6033 -0.5832
N -0.3531 0.5667 -1.4546
C 1.2644 -0.9588 -0.3543
C 0.1173 0.0264 -0.2412
C 0.0160 0.9489 1.1270
O -0.3035 2.2478 0.6374
O 1.0928 0.6994 1.8378
O -1.5029 -1.7921 -0.8237
H -2.0920 -0.0067 -0.2183
H -0.5703 2.0618 -0.2918
H 1.7574 -1.0915 0.6014
H 0.7708 -1.8894 -0.6646
H 1.9397 -0.6976 -1.1633
H -0.8873 0.4885 1.5913

Cartesian forces (eV/Å) of the 3 atoms listed first:
C -3.212 0.156 1.205
N 1.615 -2.058 2.001
C -0.299 -0.147 0.133

**Net charge**: -1
**Energy relative to the best compared isomer or geometry (same formula, charge and spin)**: 6.7762 eV
**Frontier orbital gap**: 6.083 eV
**Total energy**: -436.350165 Ha
**Highest occupied orbital energy**: -0.14227 Eh



The evaluated strongest force on any atom for the records listed, in turn: 3.25, 4.77, 5.21, 5.33 eV Å⁻¹.